(1)
C53H130Hg2N11O16 | ωB97M-V/def2-TZVPD

Geometry as XYZ:
```
212
Properties=species:S:1:pos:R:3
Hg -0.3588 -2.7422 -6.1845
Hg -1.4799 3.5160 5.8823
C 5.2562 -2.2255 -6.1652
C 5.0163 -2.1750 -7.6788
C 5.8182 -3.2751 -8.4897
O 3.6351 -2.3151 -7.8754
H 5.0643 -3.2230 -5.7697
H 4.6098 -1.5515 -5.6032
H 6.3072 -2.1223 -5.8952
H 5.4518 -1.2376 -8.0246
H 5.5734 -3.1899 -9.5484
H 5.5733 -4.3072 -8.2389
H 6.8883 -3.1702 -8.3106
C -0.9643 -0.9973 0.5339
C -1.0284 0.2471 1.3743
C -0.7181 1.6907 0.6305
O -0.7169 2.7139 1.2924
C -0.5626 1.6643 -0.8060
C -0.4377 0.5080 -1.4913
C -0.5997 -0.8848 -0.7716
O -0.5266 -2.0238 -1.4373
O -0.3621 0.6094 -2.7753
O -1.2633 0.2738 2.5660
H -0.9559 -1.9427 1.0559
H -0.6232 2.6051 -1.3330
C -0.7089 -5.8574 6.7741
C 0.1531 -5.3231 7.9032
C 0.9849 -6.4440 8.5969
O 0.3399 -7.4285 9.3088
C 1.0846 -8.6422 9.5848
N 0.9023 -4.2214 7.3171
H -1.3090 -6.7245 7.0503
H -0.0628 -6.2055 5.9681
H -1.3221 -5.0596 6.3549
H -0.4868 -5.0348 8.7371
H 1.6636 -5.9368 9.2826
H 1.6815 -6.8434 7.8598
H 0.3308 -9.4245 9.6738
H 1.5898 -8.4508 10.5315
H 1.8554 -9.0416 8.9257
H 0.2155 -3.8184 6.6959
H 1.4966 -4.6492 6.6215
C -2.9121 -8.9780 1.0789
C -1.4635 -9.4046 1.0614
C -1.2833 -10.9321 1.0464
O -2.0116 -11.6364 2.0124
C -1.6621 -11.3482 3.4049
N -0.9188 -8.8453 -0.1472
H -3.4677 -9.3200 1.9521
H -3.5123 -9.3675 0.2566
H -3.0146 -7.8977 1.1818
H -1.0947 -8.9623 1.9869
H -0.2579 -11.2730 1.1898
H -1.5293 -11.4066 0.0965
H -0.6065 -11.3264 3.6758
H -2.0450 -12.0715 4.1247
H -2.1340 -10.3955 3.6455
H -1.2664 -7.8980 -0.1048
H 0.0670 -8.7520 0.0518
C 4.5975 -3.2335 1.0336
C 4.3542 -4.7495 1.1019
C 5.4115 -5.6476 0.3362
O 4.9293 -6.9818 0.3627
C 5.5398 -7.9195 -0.4854
N 4.3929 -5.0581 2.5045
H 3.8679 -2.7000 1.6428
H 4.6217 -2.8499 0.0136
H 5.5422 -2.9125 1.4725
H 3.3784 -4.9309 0.6514
H 6.3575 -5.5753 0.8729
H 5.5461 -5.2818 -0.6817
H 6.5706 -8.0699 -0.1645
H 5.5883 -7.5576 -1.5124
H 5.0718 -8.9033 -0.5212
H 4.5105 -6.0548 2.6181
H 5.3108 -4.7152 2.7491
C 2.1061 -8.3363 -6.3703
C 1.0866 -8.0241 -7.4164
C 0.6653 -9.2552 -8.2429
O 1.8809 -10.0035 -8.6799
C 1.6815 -10.9936 -9.6261
N -0.0769 -7.4272 -6.7263
H 3.0245 -8.4855 -6.9381
H 2.0056 -9.2307 -5.7554
H 2.2712 -7.4869 -5.7075
H 1.3700 -7.2618 -8.1422
H 0.0123 -8.9512 -9.0610
H 0.1584 -9.9711 -7.5959
H 1.0921 -10.5277 -10.4158
H 1.1356 -11.8226 -9.1758
H 2.5807 -11.3873 -10.1001
H -0.7926 -7.9161 -7.2448
H -0.1184 -7.8844 -5.8267
C -1.3458 9.3220 -0.4896
C -2.7684 9.3661 0.1824
C -3.5764 10.5716 -0.2623
O -3.0010 11.7922 0.1655
C -3.5430 12.9472 -0.5033
N -3.4484 8.1368 -0.0787
H -0.8379 8.3623 -0.3941
H -0.7494 10.1496 -0.1054
H -1.3973 9.4459 -1.5713
H -2.6708 9.4887 1.2611
H -4.6230 10.4424 0.0134
H -3.5632 10.6086 -1.3516
H -4.6027 12.8342 -0.7323
H -3.0041 13.1966 -1.4173
H -3.5116 13.8175 0.1523
H -3.5669 7.9941 -1.0715
H -2.7420 7.4507 0.1457
C -8.3292 -2.4837 0.5153
C -6.8607 -2.6177 0.7975
C -6.6354 -3.3779 2.1272
O -7.4653 -4.5532 2.3636
C -7.3550 -5.0785 3.7228
N -6.3533 -3.3952 -0.3203
H -8.8120 -1.8075 1.2209
H -8.7946 -3.4691 0.4956
H -8.4978 -2.0038 -0.4487
H -6.4095 -1.6386 0.9582
H -6.8356 -2.6770 2.9376
H -5.6075 -3.7406 2.1376
H -6.3036 -5.2419 3.9591
H -7.7678 -6.0863 3.7689
H -7.7083 -4.3220 4.4236
H -5.4072 -3.6834 -0.1153
H -6.8814 -4.2538 -0.2574
C -6.3427 2.8920 4.0831
C -6.0508 3.7803 5.2918
C -6.0260 2.9784 6.6043
O -4.9568 2.1710 6.4706
C -4.7924 1.2758 7.5887
N -4.8195 4.4992 5.0702
H -6.2709 3.4645 3.1584
H -7.3536 2.5359 4.2816
H -5.7142 2.0022 4.0465
H -6.9118 4.4484 5.2718
H -6.9564 2.4172 6.6907
H -5.9510 3.6625 7.4496
H -4.6121 1.8656 8.4874
H -3.9877 0.6154 7.2656
H -5.6596 0.6578 7.8218
H -4.8694 4.8746 4.1339
H -4.9891 5.3371 5.6082
C 2.9697 6.0742 -6.0312
C 3.8032 5.1689 -6.8989
C 5.1987 4.7141 -6.2433
O 5.9467 5.8459 -5.7924
C 7.1041 5.4600 -5.0477
N 2.9673 4.0672 -7.2729
H 2.6282 5.4747 -5.1874
H 2.0729 6.5138 -6.4678
H 3.5233 6.9259 -5.6358
H 4.1524 5.6297 -7.8228
H 5.7928 4.1276 -6.9442
H 4.8966 4.1599 -5.3547
H 7.7940 4.8780 -5.6587
H 6.8008 4.8566 -4.1921
H 7.6625 6.2827 -4.6011
H 2.5027 3.7765 -6.4245
H 3.5641 3.2924 -7.5251
C 3.6591 2.6488 5.6743
C 3.1441 3.1512 7.0412
C 2.9623 4.6576 7.2237
O 2.0145 5.1910 6.3094
C 2.1119 6.5565 6.0809
N 1.8842 2.4580 7.2551
H 4.5818 3.2000 5.4930
H 3.0956 2.9590 4.7943
H 3.8807 1.5821 5.7078
H 3.8603 2.8479 7.8049
H 3.9970 4.9895 7.1376
H 2.6033 4.9367 8.2143
H 1.7903 7.1052 6.9661
H 1.5089 6.7123 5.1863
H 3.1424 6.8883 5.9548
H 2.0897 1.4819 7.0968
H 1.9196 2.5627 8.2590
C -5.5931 3.4923 -3.8669
C -5.4919 4.0430 -5.2508
C -4.9745 5.5096 -5.1971
O -5.0868 6.1289 -6.4734
C -4.7379 7.4987 -6.4973
N -4.6278 3.2319 -6.0113
H -4.6492 3.4447 -3.3239
H -5.9924 2.4788 -3.8289
H -6.1258 4.1808 -3.2110
H -6.4719 4.0673 -5.7274
H -3.9447 5.5310 -4.8406
H -5.5714 6.0474 -4.4605
H -5.2567 8.1700 -5.8129
H -4.8639 7.8452 -7.5230
H -3.6719 7.6058 -6.2969
H -3.7017 3.4281 -5.6595
H -4.5881 3.6888 -6.9112
C 5.0246 6.3421 -0.1022
C 5.9043 7.4238 0.5092
C 5.4940 8.8693 0.2739
O 5.5733 9.2834 -1.1649
C 5.1159 10.5891 -1.4182
N 5.9038 7.1585 1.9493
H 5.2489 6.3455 -1.1689
H 3.9806 6.5614 0.1214
H 5.2279 5.3185 0.2126
H 6.9306 7.4178 0.1422
H 6.0862 9.5674 0.8654
H 4.4615 9.1184 0.5188
H 5.2654 10.6740 -2.4945
H 5.8127 11.3558 -1.0794
H 4.0763 10.8006 -1.1680
H 6.3284 7.9952 2.3233
H 4.9641 7.2173 2.3146
```

total charge = +1

Results of the Mulliken charge analysis, in e, for atoms 1 through 6: atom 1 (Hg): 0.301, atom 2 (Hg): 0.263, atom 3 (C): -1.222, atom 4 (C): 0.705, atom 5 (C): -1.150, atom 6 (O): -0.254

(2)
C53H131N9O15 | ωB97M-V/def2-TZVPD

Geometry as XYZ:
```
208
Properties=species:S:1:pos:R:3
C -4.0655 2.9573 7.4875
C -4.1284 1.5657 6.8750
C -5.5446 1.2104 6.3854
O -5.5736 -0.2062 6.2197
C -6.7114 -0.6232 5.4887
N -3.1029 1.4902 5.8323
H -4.4683 3.6718 6.7645
H -3.0994 3.2074 7.9119
H -4.8724 2.9470 8.2273
H -3.8095 0.8086 7.5943
H -5.7781 1.7665 5.4710
H -6.3176 1.5087 7.1014
H -7.6221 -0.3861 6.0466
H -6.7209 -1.6960 5.3016
H -6.7551 -0.1334 4.5116
H -3.3901 2.1151 5.0845
H -2.9919 0.5626 5.4406
C -2.7640 0.6674 -2.2520
C -1.9764 1.9601 -2.1829
C -0.6161 1.9073 -2.9156
O -0.8714 1.4413 -4.2611
C -0.0083 0.4483 -4.8018
N -2.7847 3.1364 -2.5505
H -3.4380 0.6118 -1.3935
H -2.1344 -0.2164 -2.1381
H -3.3983 0.5687 -3.1336
H -1.7466 2.2294 -1.1427
H 0.0111 1.2218 -2.3417
H -0.2234 2.9139 -3.0621
H -0.4510 0.0675 -5.7203
H 0.5213 -0.1716 -4.0786
H 0.7304 1.1674 -5.1898
H -3.1768 2.7404 -3.4013
H -2.3360 4.0307 -2.6642
C -4.2173 -3.3849 -0.0731
O -4.3707 -4.6183 -0.7403
C -4.1633 -5.6996 0.1162
C -4.9035 -6.9512 -0.4329
N -5.0225 -8.1487 0.3889
C -5.9872 -8.0219 1.4293
C -6.1467 -9.3864 2.1689
O -5.1043 -9.3653 3.1519
C -5.2849 -10.2944 4.2025
H -5.0207 -3.3247 0.6698
H -4.2097 -2.5814 -0.8051
H -3.3176 -3.2927 0.5436
H -4.4840 -5.5882 1.1566
H -3.0994 -5.9542 0.0466
H -4.3668 -7.2124 -1.3477
H -5.8759 -6.5743 -0.7579
H -4.1315 -8.4251 0.7854
H -6.9762 -7.8894 0.9807
H -5.7739 -7.2691 2.1942
H -5.9617 -10.2060 1.4727
H -7.1084 -9.4265 2.6840
H -6.2993 -10.3446 4.6063
H -4.5806 -10.0221 4.9875
H -5.0357 -11.3248 3.9268
C 4.7865 6.5389 8.9207
O 3.9322 7.4210 8.2343
C 2.6223 7.4925 8.7085
C 1.7447 8.2571 7.7252
N 1.0615 7.3788 6.7280
C -0.0774 6.6735 7.3477
C -0.5740 5.6545 6.3511
O 0.1988 4.4751 6.2925
C 0.3183 3.9217 4.9952
H 5.4961 7.1198 9.5151
H 5.4454 5.9984 8.2349
H 4.2747 5.7468 9.4696
H 2.5287 8.0244 9.6633
H 2.1868 6.4925 8.7943
H 2.2414 9.1155 7.2711
H 0.8485 8.7122 8.1544
H 1.6958 6.7032 6.3175
H -0.8380 7.4419 7.5015
H 0.0407 6.1705 8.3141
H -0.8562 6.1855 5.4342
H -1.5673 5.2472 6.5944
H -0.6448 3.5051 4.6776
H 1.0570 3.1276 5.0593
H 0.5573 4.7436 4.3151
C -3.4326 7.6727 -1.5330
O -4.5254 7.0387 -0.9582
C -4.2392 5.9631 -0.0622
C -3.6477 6.4295 1.3117
N -3.8806 5.4519 2.3780
C -2.9647 4.2887 2.4231
C -3.3248 3.1007 1.5588
O -4.7124 2.8081 1.7043
C -5.0333 1.6344 0.9607
H -3.2220 7.2754 -2.5374
H -2.4490 7.5199 -1.0772
H -3.7130 8.7198 -1.6472
H -3.6275 5.1489 -0.4653
H -5.1473 5.4050 0.1704
H -4.2873 7.2065 1.7370
H -2.5960 6.7095 1.3142
H -4.8256 5.0936 2.2989
H -2.8679 3.9761 3.4670
H -1.9962 4.7241 2.1668
H -2.6334 2.2757 1.7552
H -3.2034 3.4075 0.5132
H -5.9781 1.1662 1.2385
H -4.2933 0.8441 1.0836
H -5.1411 1.8938 -0.0956
C 4.7154 0.2019 -0.8001
O 5.7304 0.3062 -1.8042
C 6.0521 -0.9862 -2.3056
C 7.2534 -1.0012 -3.2793
N 7.2521 -2.2685 -4.0438
C 8.4154 -2.3899 -4.9172
C 8.6480 -3.9019 -5.1893
O 9.4458 -4.6130 -4.2756
C 9.7419 -5.8823 -4.7665
H 3.8137 -0.3383 -1.0961
H 4.3752 1.2275 -0.6461
H 5.1302 -0.1202 0.1555
H 5.1514 -1.3322 -2.8254
H 6.2186 -1.8142 -1.6074
H 8.1318 -1.0787 -2.6274
H 7.3189 -0.0596 -3.8133
H 7.4052 -3.0245 -3.3863
H 9.2679 -2.2566 -4.2299
H 8.4238 -1.6660 -5.7266
H 8.8434 -3.9993 -6.2651
H 7.7033 -4.4656 -5.1486
H 8.9290 -6.3244 -5.3586
H 9.9843 -6.5706 -3.9609
H 10.5145 -5.8061 -5.5415
C -3.1036 -2.8361 -3.5667
O -1.9281 -2.9795 -2.7709
C -0.7790 -3.0640 -3.5687
C -0.2813 -4.4779 -3.7336
N 1.1145 -4.4719 -4.2129
C 1.2636 -4.2860 -5.6405
C 2.7554 -4.1847 -6.0250
O 3.2330 -5.4762 -6.3481
C 4.3715 -5.5565 -7.1815
H -3.1869 -1.9856 -4.2491
H -3.9284 -2.7328 -2.8649
H -3.1671 -3.7465 -4.1677
H 0.0863 -2.4949 -3.2174
H -0.9073 -2.6538 -4.5774
H -0.9162 -5.1857 -4.2764
H -0.1834 -4.9187 -2.7370
H 1.6387 -5.2805 -3.9095
H 0.8944 -3.2802 -5.8593
H 0.7584 -5.0485 -6.2402
H 3.3570 -3.6888 -5.2601
H 2.8040 -3.6696 -6.9926
H 4.5750 -6.6253 -7.2441
H 5.2250 -5.0446 -6.7322
H 4.1764 -5.2300 -8.2068
C 2.2773 0.3355 -8.0171
O 2.9355 0.5823 -6.8102
C 4.1039 -0.1771 -6.6091
C 4.8139 -0.0202 -5.2527
N 5.6487 1.2002 -5.2594
C 4.8553 2.4219 -5.4158
C 3.6768 2.6782 -4.4649
O 4.1386 3.2224 -3.2071
C 3.1283 3.4973 -2.2402
H 2.9076 0.0933 -8.8758
H 1.6959 1.1921 -8.3698
H 1.4790 -0.3892 -7.8261
H 4.7489 0.2013 -7.4198
H 4.0296 -1.2164 -6.9541
H 5.4834 -0.8688 -5.1381
H 3.8954 -0.0854 -4.6562
H 6.2947 1.2834 -4.4915
H 4.3606 2.4971 -6.3845
H 5.5611 3.2478 -5.3251
H 2.9496 1.8859 -4.2757
H 3.1092 3.5015 -4.9139
H 2.8938 2.5215 -1.8020
H 2.2244 3.8714 -2.7269
H 3.5962 4.1565 -1.5144
C -2.6163 -0.9670 2.4335
C -1.0816 -1.2222 2.0285
C -1.0397 -1.3242 0.4940
C 0.2306 -1.0081 -0.2289
C 0.8842 0.2544 0.2838
C 0.9548 0.3802 1.8261
N -0.3454 0.0210 2.4214
O -0.2830 0.1480 3.8095
C 2.0633 -0.6078 2.2953
C 1.2871 1.7828 2.2521
C -0.5835 -2.6045 2.5769
H -3.2980 -1.4888 1.7550
H -2.8673 0.0548 2.1518
H -2.9146 -1.2915 3.4295
H -1.1774 -2.4041 0.4049
H -1.9065 -0.8514 0.0281
H 0.0886 -1.0460 -1.3130
H 0.9120 -1.8653 -0.1698
H 0.3141 1.1092 -0.0994
H 1.8729 0.4303 -0.1466
H 3.0691 -0.2350 2.0829
H 2.0114 -0.9354 3.3342
H 2.0929 -1.5599 1.7564
H 0.4412 2.4629 2.1174
H 1.5399 1.7921 3.3119
H 2.0988 2.2986 1.7353
H 0.1337 -3.1308 1.9529
H -1.4888 -3.1859 2.7468
H -0.1556 -2.3250 3.5423
H -1.0627 0.6820 3.9855
```

total charge = 0
SMILES = CC1(C)CCCC(C)(C)N1O.COC[C@H](C)N.COC[C@H](C)N.COCCNCCOC.COCCNCCOC.COCCNCCOC.COCCNCCOC.COCCNCCOC.COCCNCCOC

Results of the Mulliken charge analysis, in e, for atoms 1 through 6: atom 1 (C): -1.601, atom 2 (C): 0.072, atom 3 (C): -0.469, atom 4 (O): -0.312, atom 5 (C): -0.690, atom 6 (N): -0.220

Results for total energy: -114539.69171; -101193.07558 (in eV, following the order of the records).
Results for max |F|: 6.5; 3.6 (in eV/Å, following the order of the records).